{"formula": "C34H91N7O10", "method": "ωB97M-V/def2-TZVPD", "smiles": "COC[C@H](C)N.COC[C@H](C)N.COC[C@H](C)N.COC[C@H](C)N.COC[C@H](C)N.COCCNCCOC.COCCNCCOC.CCO", "charge": 0, "multiplicity": 1, "lumo_energy_ev": 0.41, "total_energy_ev": -67632.121, "e_above_lowest_kcal_mol": 37.1, "elements": ["C", "O", "C", "C", "C", "N", "H", "H", "H", "H", "H", "H", "H", "H", "H", "H", "H", "C", "O", "C", "C", "C", "N", "H", "H", "H", "H", "H", "H", "H", "H", "H", "H", "H", "C", "O", "C", "C", "C", "N", "H", "H", "H", "H", "H", "H", "H", "H", "H", "H", "H", "C", "O", "C", "C", "C", "N", "H", "H", "H", "H", "H", "H", "H", "H", "H", "H", "H", "C", "O", "C", "C", "C", "N", "H", "H", "H", "H", "H", "H", "H", "H", "H", "H", "H", "C", "O", "C", "C", "N", "C", "C", "O", "C", "H", "H", "H", "H", "H", "H", "H", "H", "H", "H", "H", "H", "H", "H", "H", "C", "O", "C", "C", "N", "C", "C", "O", "C", "H", "H", "H", "H", "H", "H", "H", "H", "H", "H", "H", "H", "H", "H", "H", "C", "C", "O", "H", "H", "H", "H", "H", "H"], "positions_angstrom": [[-0.718931, 2.156171, 4.262176], [-0.597380, 3.266040, 3.385532], [0.765621, 3.531999, 3.114358], [0.819600, 4.440780, 1.894243], [2.230677, 4.561947, 1.326666], [0.315806, 5.759723, 2.236464], [-0.087553, 2.227804, 5.149475], [-0.488894, 1.244115, 3.704147], [-1.757822, 2.076493, 4.583144], [1.338792, 3.866223, 3.985738], [1.253795, 2.608567, 2.764944], [0.141070, 4.019942, 1.136394], [2.812004, 5.185169, 2.011177], [2.245792, 5.147721, 0.403633], [2.693073, 3.593965, 1.141731], [0.293311, 6.443806, 1.494793], [-0.614054, 5.642978, 2.621717], [7.312914, -3.835917, 0.565110], [7.187301, -2.921505, -0.507152], [6.183614, -3.335637, -1.398789], [5.735024, -2.186129, -2.308033], [5.108728, -1.010496, -1.569697], [4.940034, -2.665343, -3.416282], [7.944320, -3.506604, 1.384247], [7.732624, -4.791421, 0.208378], [6.310296, -4.129545, 0.896202], [6.675958, -4.034675, -2.091587], [5.274748, -3.854126, -1.063567], [6.700097, -1.826705, -2.698744], [5.812023, -0.568271, -0.864942], [4.146453, -1.296525, -1.141521], [4.952717, -0.245766, -2.338933], [4.330865, -1.931788, -3.739805], [4.419193, -3.503811, -3.191666], [0.324606, 1.254854, -8.025644], [-0.042835, 0.178017, -7.165547], [0.592008, 0.262579, -5.903514], [2.012124, -0.281064, -5.849328], [2.302148, -1.592911, -6.580520], [2.556134, -0.386994, -4.463131], [0.129396, 2.184700, -7.483990], [-0.372110, 1.276166, -8.862409], [1.340200, 1.135297, -8.398419], [0.594445, 1.320603, -5.620734], [-0.027153, -0.339121, -5.228385], [2.552137, 0.495770, -6.419253], [2.263281, -1.517173, -7.664552], [1.522278, -2.259907, -6.203304], [3.246853, -2.067610, -6.312098], [3.547097, -0.403017, -4.691829], [2.370491, 0.547263, -4.094590], [-2.349354, -5.543239, -1.144259], [-1.912148, -4.428837, -1.878165], [-0.605124, -4.538566, -2.415463], [-0.349300, -3.537635, -3.518124], [-1.420056, -3.670344, -4.601130], [1.022679, -3.758677, -3.999315], [-1.649147, -5.616318, -0.304684], [-2.566771, -6.434464, -1.737095], [-3.301772, -5.255680, -0.692127], [0.140240, -4.378039, -1.619502], [-0.491135, -5.605943, -2.663630], [-0.366964, -2.558268, -3.032480], [-1.223801, -2.978633, -5.426106], [-2.372312, -3.415306, -4.137997], [-1.428467, -4.653804, -5.074812], [0.926146, -4.509652, -4.672836], [1.386906, -2.909435, -4.401297], [0.395303, -1.222471, 5.645623], [1.137432, -0.682909, 4.564694], [2.277012, -1.433487, 4.227928], [2.851617, -1.024243, 2.867741], [3.837238, -2.077262, 2.363617], [3.405525, 0.334454, 2.840405], [-0.198731, -2.095137, 5.370271], [-0.291274, -0.395672, 5.874554], [1.038802, -1.240498, 6.532381], [3.067627, -1.462731, 4.994963], [1.991229, -2.494115, 4.177025], [2.003059, -0.927266, 2.181080], [4.832668, -1.952556, 2.795424], [4.027985, -1.891431, 1.301545], [3.481978, -3.104237, 2.445446], [2.839029, 0.929133, 2.257254], [3.478903, 0.690753, 3.783378], [-8.215616, 8.262382, -1.998321], [-7.057520, 8.224814, -1.214297], [-5.888721, 8.482874, -1.954196], [-4.665984, 8.331978, -1.083713], [-4.395808, 6.930526, -0.881508], [-3.368801, 6.640113, 0.093520], [-3.269458, 5.144218, 0.387917], [-2.904530, 4.347165, -0.723533], [-2.597439, 2.996650, -0.439597], [-8.276019, 7.402140, -2.677921], [-8.296882, 9.193121, -2.570341], [-9.098696, 8.164869, -1.366147], [-5.946798, 9.522740, -2.328730], [-5.823229, 7.967592, -2.920784], [-4.651521, 8.930000, -0.161351], [-3.828327, 8.775558, -1.639397], [-5.166725, 6.300057, -0.723342], [-3.519819, 7.191928, 1.032144], [-2.363614, 6.906190, -0.255204], [-4.225650, 4.730436, 0.747507], [-2.615723, 4.975804, 1.253143], [-1.731097, 2.864729, 0.218772], [-2.228247, 2.673566, -1.416765], [-3.492199, 2.444499, -0.148348], [-0.130406, -2.880286, 1.596359], [-0.267034, -3.623651, 2.796961], [-0.855324, -4.898098, 2.680349], [-2.390530, -4.886222, 2.482041], [-3.152550, -4.019088, 3.340454], [-2.954439, -4.272992, 4.760737], [-3.671692, -3.238428, 5.619528], [-3.373458, -3.420614, 6.977912], [-3.758744, -2.352322, 7.794997], [-1.034319, -2.794938, 0.988186], [0.667831, -3.396558, 1.045647], [0.270601, -1.903989, 1.864752], [-0.618110, -5.517727, 3.542320], [-0.438252, -5.392273, 1.793792], [-2.639621, -5.942853, 2.628663], [-2.582974, -4.633912, 1.440066], [-2.951967, -3.057264, 3.101935], [-1.881101, -4.199842, 5.005319], [-3.087805, -5.317865, 5.052305], [-4.742482, -3.333426, 5.406368], [-3.339116, -2.246433, 5.293865], [-3.303216, -2.531001, 8.772049], [-4.826366, -2.349503, 8.044681], [-3.451746, -1.360390, 7.457478], [0.951702, -0.371723, -1.026963], [1.087661, 1.041220, -0.478734], [0.967352, 0.991633, 0.943214], [1.228497, -0.357501, -2.084065], [-0.110593, -0.639054, -0.999923], [1.477652, -1.136062, -0.461937], [0.446300, 1.810577, -0.921278], [2.088764, 1.445876, -0.684126], [0.066033, 1.286635, 1.120975]], "forces_ev_per_a": [[-0.6, -0.2, -0.4], [0.1, 0.1, 0.7], [0.3, -0.7, -1.4], [0.1, 0.6, -0.4], [-0.2, 0.6, 0.2], [-0.1, 0.2, 0.9], [0.2, 0.1, -0.1], [0.3, -0.1, 0.2], [0.0, 0.2, 0.0], [-0.3, 0.4, 0.0], [-0.1, -0.1, 0.3], [0.3, -0.5, 0.0], [0.2, -0.4, 0.2], [-0.2, -0.2, -0.1], [0.1, 0.0, 0.1], [0.0, -0.2, -0.3], [0.0, 0.3, 0.0], [-0.5, -1.3, -0.6], [-0.7, 0.3, 1.1], [0.2, -0.2, -2.3], [1.4, 0.4, 0.7], [0.2, 0.0, -0.7], [0.3, -0.4, -0.1], [-0.1, 0.6, -0.2], [0.2, 0.2, -0.1], [0.1, 0.3, 0.5], [-0.2, -0.3, 0.0], [0.3, 0.1, 1.1], [-0.2, 0.2, -0.1], [-0.2, -0.2, 0.3], [0.1, 0.2, 0.2], [-0.3, 0.1, 0.2], [-0.4, -0.3, 0.1], [-0.3, 0.2, 0.0], [-0.8, -0.3, 0.3], [0.4, 0.0, -0.3], [-0.6, -1.0, 0.2], [1.4, 0.6, -1.4], [-1.2, -0.2, 0.6], [-0.7, 0.8, -1.3], [0.6, 0.2, -0.1], [0.1, -0.3, -0.1], [0.1, 0.3, 0.1], [0.0, -0.1, 0.5], [-0.1, 0.2, 0.1], [0.4, 0.0, 0.3], [-0.2, 0.1, 0.0], [0.0, -0.4, -0.6], [0.2, 0.4, 0.2], [0.2, 0.1, 0.7], [0.3, -0.2, 0.5], [-0.2, 1.2, 0.8], [-0.5, 0.8, -0.8], [0.1, -1.0, 1.4], [0.1, -0.5, -0.1], [0.3, 0.9, 0.0], [-0.8, -0.4, 0.6], [0.0, -1.1, -0.1], [0.7, -0.2, 0.0], [0.0, 0.0, -0.1], [-0.1, 0.1, 0.0], [0.3, 0.2, -0.8], [-0.2, 0.1, -0.2], [-0.1, 0.2, 0.1], [-0.2, -0.3, -0.3], [-0.1, -0.2, 0.4], [0.7, 0.2, -0.3], [0.1, -0.1, -0.2], [-0.1, 2.0, 0.0], [0.3, 0.1, -0.2], [0.1, -1.2, -0.5], [-0.7, 0.3, 0.1], [0.4, 0.5, -0.8], [0.6, -0.5, 0.4], [0.5, -0.4, 0.2], [-0.3, -0.4, 0.0], [-0.1, -0.9, 0.0], [-0.1, 0.7, 0.2], [-0.1, 0.0, -0.3], [0.0, -0.6, 0.1], [-0.2, -0.2, 0.4], [-0.2, 0.0, 0.0], [0.0, 0.0, 0.2], [-0.2, 0.2, 0.2], [0.0, 0.3, -0.1], [-0.5, -0.4, -0.2], [0.0, -0.5, 0.2], [-0.2, 1.9, -0.3], [0.3, -0.4, -0.7], [1.0, -0.5, 0.2], [0.5, -0.8, -0.3], [-0.8, -0.7, 0.9], [0.5, 0.9, 0.2], [0.4, 0.6, -1.2], [0.3, 0.1, -0.2], [0.1, 0.0, 0.0], [0.2, 0.2, 0.3], [0.1, 0.1, 0.4], [0.0, -0.9, 0.5], [-0.8, -0.1, 0.1], [0.0, -0.2, -0.2], [-0.5, 0.6, 0.0], [0.0, -0.2, 0.2], [-0.1, 0.4, -0.3], [-0.3, 0.4, 0.0], [0.4, 0.1, -0.2], [-0.4, 0.2, 0.6], [-0.3, -0.6, 0.1], [0.2, -0.2, 0.3], [0.9, -0.8, 0.2], [-0.5, 0.4, 0.9], [-0.4, 0.2, -0.8], [0.9, -0.2, -0.2], [-0.7, -0.5, 0.3], [1.9, 0.4, 0.4], [-0.3, -0.5, -0.7], [0.2, -0.1, -0.2], [-0.2, -0.2, 1.3], [-0.1, 0.0, 0.1], [-0.2, 0.2, -0.6], [-0.4, 0.0, 0.0], [0.3, 0.4, 0.2], [0.1, -0.3, 0.0], [-0.5, 0.1, -0.1], [-0.3, 0.1, 0.1], [0.1, 0.1, 0.2], [0.1, 0.4, 0.1], [-1.1, 0.0, -0.3], [-0.2, 0.2, 0.2], [0.0, 0.1, 0.0], [0.3, 0.1, -0.1], [-0.2, 0.1, -0.6], [0.1, -0.1, -0.4], [-1.2, 0.8, -0.8], [1.5, -0.3, 0.2], [-0.7, 0.6, -0.1], [0.2, -0.4, 0.1], [0.0, -0.1, 0.0], [0.4, 0.3, 0.0], [-0.5, -0.5, 0.0], [0.1, -0.3, 0.1], [0.1, -0.1, 0.5]]}